(1)
{
  "formula": "C9H10ClN",
  "method": "wB97M-V/def2-TZVPD",
  "elements": ["C", "C", "C", "C", "C", "C", "C", "C", "C", "N", "Cl", "H", "H", "H", "H", "H", "H", "H", "H", "H", "H"],
  "coordinates": [[0.41, 1.97, -0.09], [2.03, -1.31, -0.13], [-0.01, -0.49, 0.06], [0.71, -1.69, 0.03], [0.89, 0.70, 0.02], [-1.74, -0.04, 0.21], [-0.99, 2.21, 0.30], [-2.13, 1.36, -0.28], [-0.03, -3.03, 0.25], [2.13, 0.14, -0.10], [-2.98, -1.14, -0.08], [1.15, 2.65, -0.45], [2.81, -2.01, -0.28], [-0.85, 1.92, 1.44], [-1.43, 3.29, 0.26], [-2.26, 1.58, -1.43], [-2.98, 1.79, 0.14], [0.20, -3.54, -0.68], [-0.99, -2.64, 0.43], [0.43, -3.47, 1.07], [2.93, 0.62, 0.16]],
  "mulliken_charge": [-0.833, -0.808, 0.611, 0.469, -0.268, -0.032, -0.474, -0.451, -1.030, -0.122, -0.213, 0.387, 0.448, 0.236, 0.329, 0.253, 0.395, 0.316, 0.232, 0.315, 0.239],
  "orbital_gap_ha": [0.2522, 0.2736],
  "multiplicity": 1,
  "charge": 0,
  "de_lowest_kcal_mol": 104.96,
  "e_homo_ev": [-6.676, -7.483],
  "fmax_ev_per_a": 6.136,
  "smiles": "Cc1c[nH]c2c1=C(Cl)CCC=2",
  "lumo_ev": [0.19, -0.04]
}


(2)
{
  "formula": "Br2H2N2O2S",
  "method": "wB97M-V/def2-TZVPD",
  "elements": ["N", "N", "O", "O", "S", "Br", "Br", "H", "H"],
  "coordinates": [[-1.32, -1.03, -0.23], [0.72, 1.49, -0.36], [1.02, -1.30, 0.65], [-0.59, 0.22, 1.85], [-0.05, -0.32, 0.67], [1.69, 0.73, -1.76], [1.75, 2.06, 0.91], [-2.07, -0.43, -0.55], [-1.15, -1.43, -1.18]],
  "mulliken_charge": [-0.493, -0.333, -0.452, -0.460, 1.007, 0.032, 0.111, 0.290, 0.298],
  "orbital_gap_ha": [0.3032, 0.3033],
  "multiplicity": 1,
  "charge": 0,
  "de_lowest_kcal_mol": 40.08,
  "e_homo_ev": [-9.387, -9.389],
  "fmax_ev_per_a": 4.908,
  "lumo_ev": [-1.14, -1.14]
}


(3)
{
  "formula": "C3H6BrNS",
  "method": "wB97M-V/def2-TZVPD",
  "elements": ["C", "C", "C", "N", "S", "Br", "H", "H", "H", "H", "H", "H"],
  "coordinates": [[2.15, -0.31, -0.01], [-0.03, -1.17, 0.07], [0.28, 1.25, -0.11], [0.89, -0.06, -0.04], [2.88, -2.81, -0.02], [3.41, 1.04, -0.07], [-0.54, -1.14, 1.04], [-0.78, -1.12, -0.72], [0.53, -2.10, 0.00], [0.92, 1.94, -0.64], [-0.68, 1.18, -0.62], [0.12, 1.64, 0.90]],
  "mulliken_charge": [0.285, -0.728, -0.910, 0.025, -0.321, -0.118, 0.331, 0.321, 0.135, 0.336, 0.304, 0.341],
  "orbital_gap_ha": [0.2653, 0.2657],
  "multiplicity": 1,
  "charge": 0,
  "de_lowest_kcal_mol": 68.71,
  "e_homo_ev": [-8.010, -8.026],
  "fmax_ev_per_a": 3.348,
  "lumo_ev": [-0.79, -0.80]
}


(4)
{
  "formula": "C5H11NO",
  "method": "wB97M-V/def2-TZVPD",
  "elements": ["C", "C", "C", "C", "N", "C", "O", "H", "H", "H", "H", "H", "H", "H", "H", "H", "H", "H"],
  "coordinates": [[-0.21, -0.34, -1.29], [-1.38, -0.41, -0.31], [-1.17, 0.28, 1.01], [-1.87, 1.34, 1.39], [1.10, -0.85, -0.82], [1.76, -0.04, 0.21], [3.14, -0.31, 0.14], [-0.09, 0.71, -1.58], [-0.42, -0.96, -2.17], [-2.21, 0.10, -0.79], [-1.59, -1.46, -0.10], [-0.47, -0.19, 1.68], [-1.73, 1.77, 2.38], [-2.75, 1.65, 0.83], [1.72, -0.74, -1.62], [1.56, 1.01, -0.02], [1.43, -0.34, 1.21], [3.16, -1.23, -0.14]],
  "mulliken_charge": [-0.692, -0.530, -0.047, -0.883, -0.532, -0.088, -0.537, 0.407, 0.379, 0.336, 0.257, 0.367, 0.279, 0.250, 0.265, 0.339, 0.102, 0.329],
  "orbital_gap_ha": 0.3827,
  "multiplicity": 1,
  "charge": 0,
  "de_lowest_kcal_mol": 49.42,
  "e_homo_ev": -9.355,
  "fmax_ev_per_a": 0.852,
  "smiles": "C=CCCNCO",
  "lumo_ev": 1.06
}


(5)
{
  "formula": "C13H13B2Br4NO19",
  "method": "wB97M-V/def2-TZVPD",
  "elements": ["N", "H", "H", "H", "H", "O", "C", "O", "B", "O", "C", "O", "O", "C", "O", "C", "O", "O", "O", "C", "O", "B", "O", "C", "O", "O", "C", "O", "C", "O", "O", "O", "C", "O", "O", "H", "Br", "C", "C", "Br", "H", "H", "H", "H", "Br", "C", "C", "Br", "H", "H", "H", "H"],
  "coordinates": [[-0.02, 0.13, -1.16], [0.94, 0.43, -1.24], [-0.60, 0.96, -1.16], [-0.12, -0.31, -0.26], [-0.23, -0.50, -1.92], [2.34, 1.24, -0.31], [2.45, 1.06, 0.86], [1.42, 0.95, 1.62], [1.93, 0.65, 2.98], [3.41, 0.59, 2.83], [3.74, 0.74, 1.58], [4.90, 0.72, 1.07], [1.46, 1.69, 3.90], [0.74, 1.18, 4.91], [0.15, 1.78, 5.73], [0.68, -0.33, 4.66], [1.44, -0.63, 3.54], [0.01, -1.09, 5.34], [-1.04, -1.00, 0.98], [-1.95, -0.77, 1.77], [-2.26, 0.43, 2.27], [-3.41, 0.35, 3.14], [-3.92, -1.03, 2.97], [-3.07, -1.75, 2.17], [-3.22, -2.91, 1.70], [-4.50, 1.20, 2.64], [-4.63, 2.21, 3.50], [-5.42, 3.16, 3.41], [-3.74, 1.99, 4.68], [-3.12, 0.88, 4.50], [-3.89, 2.55, 5.76], [-1.70, 2.11, -1.74], [-1.77, 2.82, -0.62], [-2.66, 3.72, -0.45], [-1.02, 2.45, 0.26], [-2.35, 2.63, -2.21], [-1.60, -2.62, -7.78], [-0.72, -3.13, -6.10], [-1.47, -2.86, -4.84], [-1.77, -0.94, -4.41], [0.23, -2.62, -5.95], [-0.50, -4.18, -6.29], [-0.85, -3.26, -4.03], [-2.45, -3.34, -4.84], [6.41, 0.34, -4.28], [4.84, -0.75, -3.61], [4.67, -0.55, -2.13], [3.01, -1.66, -1.69], [5.10, -1.77, -3.91], [4.01, -0.54, -4.29], [4.60, 0.52, -1.94], [5.54, -0.95, -1.59]],
  "mulliken_charge": [0.226, 0.202, 0.364, 0.372, 0.324, -0.759, 0.501, 0.066, 0.849, -0.515, 0.395, -0.699, -0.494, 0.640, -0.585, 0.635, -0.474, -0.628, -0.889, 0.722, -0.441, 1.152, -0.437, 0.306, -0.665, -0.496, 0.566, -0.672, 0.676, -0.445, -0.653, -0.615, 0.650, -0.807, -0.662, 0.280, -0.158, -0.606, -0.601, -0.107, 0.348, 0.393, 0.357, 0.370, -0.217, -0.722, -0.478, -0.189, 0.391, 0.421, 0.410, 0.395],
  "orbital_gap_ha": 0.2166,
  "multiplicity": 1,
  "charge": -2,
  "de_lowest_kcal_mol": 62.24,
  "e_homo_ev": -2.990,
  "fmax_ev_per_a": 6.255,
  "lumo_ev": 2.90
}


(6)
{
  "formula": "C5H12N2O",
  "method": "wB97M-V/def2-TZVPD",
  "elements": ["C", "C", "C", "C", "N", "N", "C", "O", "H", "H", "H", "H", "H", "H", "H", "H", "H", "H", "H", "H"],
  "coordinates": [[1.23, -0.63, -0.65], [-2.25, 1.28, 0.07], [2.24, 0.49, -0.48], [-0.37, -0.27, -0.16], [1.55, -1.81, 0.19], [-2.96, 0.50, 1.05], [-0.69, 1.00, -0.25], [-0.88, -1.30, 0.51], [-0.01, -1.96, 0.62], [1.24, -0.99, -1.68], [1.96, -1.56, 1.09], [2.21, -2.42, -0.29], [-3.09, -0.44, 0.72], [-2.43, 0.46, 1.91], [-2.25, 2.32, 0.42], [-2.81, 1.27, -0.87], [-0.22, 1.71, -0.90], [3.27, 0.12, -0.56], [2.10, 1.25, -1.24], [2.14, 0.96, 0.50]],
  "mulliken_charge": [0.484, -0.747, -1.489, 0.409, -0.685, -0.647, -0.618, -0.646, 0.480, 0.298, 0.240, 0.251, 0.293, 0.257, 0.351, 0.344, 0.293, 0.412, 0.350, 0.371],
  "orbital_gap_ha": 0.3340,
  "multiplicity": 1,
  "charge": 0,
  "de_lowest_kcal_mol": 63.24,
  "e_homo_ev": -8.319,
  "fmax_ev_per_a": 5.631,
  "smiles": "C[C@@H](N)/C(O)=C/CN",
  "lumo_ev": 0.77
}